The following is a quantum chemistry calculation of a molecular structure, C56H44N5O3S2Ti in a non-equilibrium geometry, from the Open Molecules 2025 dataset.

The geometry in ORCA input format:
```
! RIJCOSX wB97M-V def2-TZVPD def2/J DEFGRID3
* xyz 1 3
Ti 0.73301 -0.76521 2.26243
O 0.72201 -4.35821 0.40843
C 0.45201 -3.27811 0.92703
N 1.24511 -2.53261 1.70373
C 2.52531 -3.04261 2.12913
C 2.77171 -2.41401 3.47063
C 3.29521 -3.10481 4.55053
C 3.42961 -2.45891 5.77273
C 3.05721 -1.12201 5.85383
C 2.55881 -0.49841 4.72573
N 2.38441 -1.12431 3.54973
C -0.90039 -2.63911 0.87393
C -2.03019 -3.36731 0.53853
C -3.28369 -2.84711 0.82143
C -3.35009 -1.59601 1.43733
C -2.18839 -0.90311 1.68713
N -0.96029 -1.38281 1.39393
H 2.52071 -4.14181 2.17223
H 3.32851 -2.73671 1.43383
H 3.58551 -4.13941 4.44323
H 3.81171 -2.98531 6.63273
H 3.14111 -0.57901 6.78343
H 2.29621 0.55379 4.75473
H -1.89919 -4.34401 0.09783
H -4.18189 -3.40381 0.61033
H -4.30219 -1.16601 1.70133
H -2.21009 0.07959 2.14383
C -1.43639 -2.93421 5.23613
C -2.03319 -1.89951 5.97703
C -1.74379 -0.59941 5.65503
C -0.85939 -0.31421 4.59663
N -0.29319 -1.33631 3.87713
C -0.59549 -2.59821 4.20163
C -0.44009 0.99089 4.18673
C -0.79869 2.18649 4.83613
C -0.22659 3.37009 4.44763
C 0.72181 3.35139 3.40793
C 0.99841 2.16019 2.78323
N 0.43281 0.99649 3.12393
H -1.63539 -3.96721 5.46513
H -2.70839 -2.12931 6.78623
H -2.18409 0.20799 6.21663
H -0.13309 -3.36351 3.58473
H -1.51189 2.16579 5.64523
H -0.48729 4.29869 4.93093
H 1.21991 4.25799 3.10423
H 1.72431 2.11399 1.97493
C 6.22781 2.68289 -3.76527
C 5.12051 2.18439 -2.89377
C 4.05271 3.01369 -2.56147
C 3.01531 2.54389 -1.77957
C 3.03871 1.23489 -1.32297
C 4.09811 0.39899 -1.62737
C 5.13481 0.87909 -2.40597
S 1.54841 0.71459 -0.44137
O 1.96791 -0.05251 0.78293
C 1.11891 -0.57431 -1.62947
C 1.56681 -1.88571 -1.44297
C 1.09931 -2.88011 -2.25757
C 0.12561 -2.60591 -3.24267
C -0.45669 -3.62211 -4.02927
C -1.42199 -3.32801 -4.95177
C -1.86219 -2.00651 -5.12707
C -1.31049 -0.99311 -4.39627
C -0.29449 -1.26571 -3.45517
C 0.26401 -0.24211 -2.65337
C -0.07889 1.17579 -2.86387
C 0.41871 1.88389 -3.98917
C 1.24131 1.27569 -4.96227
C 1.71481 1.99859 -6.02097
C 1.39291 3.35809 -6.15637
C 0.60341 3.97609 -5.22627
C 0.10081 3.26249 -4.11597
C -0.69119 3.88049 -3.12217
C -1.15549 3.17869 -2.04187
C -0.84729 1.81869 -1.92177
S -1.31019 0.75429 -0.51107
O -0.79189 1.42739 0.70613
C -3.08619 1.01479 -0.48137
C -3.85349 0.18189 -1.27637
C -5.22379 0.15579 -1.09707
C -5.82709 0.93679 -0.11667
C -7.30069 0.86399 0.13513
C -5.03609 1.77359 0.66723
C -3.66669 1.80919 0.49203
H 6.29701 3.76599 -3.72107
H 6.04091 2.39669 -4.80017
H 7.18181 2.25669 -3.46607
H 4.04511 4.03509 -2.90977
H 2.18961 3.18449 -1.50667
H 4.10551 -0.60971 -1.24387
H 5.96651 0.23079 -2.63657
H 2.28271 -2.08831 -0.65977
H 1.44071 -3.89331 -2.11787
H -0.14159 -4.64291 -3.87617
H -1.86489 -4.10761 -5.55267
H -2.64619 -1.79321 -5.83677
H -1.65619 0.02359 -4.51087
H 1.48961 0.23019 -4.85517
H 2.34391 1.52679 -6.76127
H 1.78181 3.91099 -6.99777
H 0.35941 5.02369 -5.32627
H -0.92329 4.92909 -3.23587
H -1.74569 3.65419 -1.27507
H -3.36429 -0.44571 -2.00677
H -5.83029 -0.50541 -1.69797
H -7.79609 0.24079 -0.60387
H -7.73499 1.86099 0.10693
H -7.48919 0.44569 1.12403
H -5.50389 2.36869 1.43883
H -3.02669 2.41859 1.11443
*
```

Values from the calculation:
Highest occupied orbital energy (spin up / spin down) = -7.598 / -10.298 eV
LUMO (spin up / spin down) = -2.1968 / -2.5178 eV
Relative energy (zero: lowest compared OMol25 entry of this formula, charge and spin) = 215.8 kJ/mol
Frontier orbital gap (spin up / spin down) = 0.1985 / 0.2859 Eh